Molecular formula: C16H32O2
Method: DFT, ωB97M-V/def2-TZVPD

Geometry as XYZ:
```
50
Properties=species:S:1:pos:R:3:forces:R:3
C 6.97167 2.28839 0.84191 -0.041 -0.123 -0.218
C 6.02644 1.55984 -0.10586 -0.085 0.065 0.298
C 4.61354 1.47289 0.46744 0.002 0.008 -0.372
C 3.60305 0.83088 -0.48467 0.130 -0.193 0.306
C 3.82145 -0.66952 -0.66747 -0.135 0.146 -0.272
C 2.85577 -1.30497 -1.66968 -0.041 0.065 0.116
C 1.37671 -1.22144 -1.28788 0.238 -0.146 0.120
C 1.05784 -1.91734 0.03416 -0.250 -0.017 -0.251
C -0.44216 -2.08700 0.27632 0.233 0.274 0.126
C -1.17816 -0.76228 0.46633 -0.195 -0.454 -0.016
C -2.64526 -0.97764 0.83198 0.180 0.479 -0.086
C -3.39091 0.34606 0.98767 -0.166 -0.289 0.177
C -4.81792 0.18319 1.51423 0.058 -0.012 -0.161
C -5.74004 -0.66885 0.63992 0.012 0.207 0.039
C -5.89296 -0.12977 -0.78493 0.012 -0.097 0.190
C -6.49614 1.25099 -0.78282 -0.184 0.013 0.009
O -7.48194 1.58822 -0.18528 -0.117 -0.053 0.143
O -5.80065 2.10080 -1.55316 0.477 0.284 -0.412
H 7.97298 2.34080 0.42046 0.126 0.051 0.043
H 6.62308 3.30271 1.02510 -0.001 0.115 0.057
H 7.02814 1.76966 1.79665 0.040 -0.014 0.127
H 5.99404 2.08755 -1.06202 -0.006 -0.053 -0.084
H 6.41398 0.55699 -0.29228 0.009 -0.018 -0.105
H 4.27504 2.48485 0.70518 0.017 0.020 0.100
H 4.63769 0.90687 1.40195 -0.020 0.024 0.108
H 2.60177 0.99954 -0.08409 -0.094 0.046 -0.075
H 3.65946 1.32575 -1.45740 -0.077 0.060 -0.070
H 3.72981 -1.16815 0.29902 0.077 -0.039 0.089
H 4.83679 -0.84285 -1.02934 0.051 -0.053 0.080
H 2.99064 -0.82067 -2.64044 0.062 -0.051 -0.063
H 3.12674 -2.35755 -1.78805 -0.009 -0.030 -0.092
H 1.07217 -0.17587 -1.23989 -0.096 0.058 -0.065
H 0.79510 -1.69560 -2.08301 -0.090 0.052 -0.030
H 1.48601 -1.35060 0.86272 0.091 -0.029 0.106
H 1.52379 -2.90619 0.03068 0.109 -0.010 0.056
H -0.88487 -2.62887 -0.56316 -0.044 -0.084 -0.014
H -0.58409 -2.69711 1.17230 -0.075 -0.063 -0.008
H -1.12413 -0.17549 -0.45234 0.035 0.114 -0.016
H -0.68884 -0.18858 1.25728 0.049 0.098 0.013
H -3.11586 -1.58076 0.05337 -0.054 -0.124 -0.008
H -2.70588 -1.53742 1.76856 -0.044 -0.106 0.029
H -2.84206 0.97549 1.69293 0.042 0.070 -0.057
H -3.40364 0.87263 0.03167 0.064 0.094 -0.050
H -4.77643 -0.27254 2.50647 -0.026 0.069 0.063
H -5.26318 1.17429 1.62850 -0.055 0.016 0.114
H -5.36731 -1.69257 0.59216 -0.061 -0.048 -0.019
H -6.72756 -0.69045 1.10470 0.010 -0.100 -0.028
H -6.57328 -0.78028 -1.34001 0.033 0.067 -0.068
H -4.93918 -0.09805 -1.30867 -0.028 -0.062 -0.049
H -6.21126 2.98004 -1.54723 -0.163 -0.228 0.180
```
Positions in Å, forces in eV/Å.

The calculation puts the relative energy (zero: lowest compared OMol25 entry of this formula, charge and spin) at 4.8 kJ/mol. The structure (SMILES) is CCCCCCCCCCCCCCCC(=O)O. The highest occupied orbital energy comes out at -10.5 eV. Its HOMO-LUMO gap is 11.3 eV. Its LUMO energy is 0.7787 eV. Its charge is 0. For the calculated total energy, the calculation gives -21207.538 eV.

---

Molecular formula: C16H32O2S
Method: DFT, ωB97M-V/def2-TZVPD

Geometry as XYZ:
```
51
Properties=species:S:1:pos:R:3:forces:R:3
C 5.39388 -5.14533 1.52398 -2.588 -7.737 -11.147
C 4.02637 -4.65311 0.74151 5.154 -1.113 -0.926
C 4.01069 -3.24439 0.34293 6.498 -0.928 -2.118
C 2.94156 -2.79409 -0.48263 2.345 -1.194 -1.501
C 1.75480 -2.74885 0.17851 -1.948 -1.507 12.049
C 0.63187 -2.17629 -0.38311 -4.604 -2.024 -0.463
C -0.61501 -2.14297 0.46600 -4.114 -7.775 -8.449
C -0.82745 -1.35082 1.47437 1.605 3.155 11.766
C -2.19460 -1.13587 2.10197 2.784 9.218 0.704
C -3.09238 -0.11416 1.27373 -1.713 -10.466 0.806
C -2.75413 1.15561 1.39566 6.024 10.176 -2.975
C -3.58275 2.02373 0.40358 5.980 3.626 -2.366
C -3.51956 1.89829 -1.23691 -13.051 -2.948 8.003
C -2.32263 1.83220 -1.67408 10.591 1.455 -5.049
H -1.56602 1.12430 -1.36942 -0.030 0.025 1.645
H -2.25698 1.57998 -2.68373 -0.240 0.053 -2.301
S -1.40479 3.65607 -1.73943 -1.881 -1.548 0.254
C 0.31734 3.11635 -1.98592 -5.955 -4.282 -0.108
C 0.60351 2.52260 -0.77858 5.685 -3.043 7.347
O 0.63534 1.38832 -0.25536 -2.255 0.926 -2.586
O 1.37948 3.38677 -0.08660 1.368 0.832 5.248
H 1.67794 3.01976 1.04763 -1.751 1.104 -5.599
H 0.67573 3.96495 -2.20611 3.841 5.768 -1.580
H 0.31105 2.35091 -2.66078 0.228 -1.481 -2.679
H -4.45278 2.35356 -1.69310 1.874 0.829 0.177
H -4.11221 0.88332 -1.19175 1.722 0.615 -0.870
H -4.44445 2.25731 0.74431 -7.016 -0.220 1.962
H -3.35380 3.15519 0.56074 1.142 -1.420 -0.175
H -1.52335 1.36350 1.00899 -3.199 -0.775 0.843
H -2.62742 1.75762 2.34309 -0.923 -1.398 -0.441
H -3.22759 -0.63125 0.29770 0.710 1.209 -0.290
H -4.10757 -0.27417 1.59224 -0.822 -0.058 0.797
H -2.12270 -0.56898 3.17989 0.274 -1.617 -2.398
H -2.56673 -1.97371 2.24038 -4.270 -7.768 1.358
H -0.08734 -1.68995 2.32476 -1.258 0.634 -0.529
H -0.52185 -0.38209 1.38576 1.522 2.723 -1.200
H -1.10404 -3.28008 0.53349 1.702 2.207 0.711
H -1.53974 -1.80145 -0.08620 1.055 -0.324 -1.694
H 0.74567 -1.20158 -0.63250 0.935 2.970 -1.661
H 0.40500 -2.88671 -1.16407 -0.535 0.514 -1.337
H 1.90321 -2.03230 1.38218 0.186 -1.632 -3.338
H 1.50540 -3.85223 0.98139 0.399 2.871 -3.134
H 3.25473 -1.87700 -0.79917 0.276 2.851 -1.352
H 2.95400 -3.45441 -1.32508 -0.399 -0.456 -0.990
H 4.30434 -2.82018 1.22311 -0.201 2.713 2.317
H 5.01844 -3.01601 -0.33210 -1.991 -0.844 1.507
H 3.31887 -4.78473 1.43357 -3.160 -1.184 2.216
H 3.97507 -5.20046 -0.16165 -0.696 -1.390 -0.611
H 5.48198 -4.68853 2.29198 1.541 5.790 9.726
H 6.30232 -5.21712 0.88138 -0.624 0.923 0.362
H 5.27684 -6.28717 1.73052 -0.216 1.944 0.071
```
Positions in Å, forces in eV/Å.

The calculation puts the relative energy (zero: lowest compared OMol25 entry of this formula, charge and spin) at 1620.0 kJ/mol. The highest occupied orbital energy comes out at -8.9 eV. Its HOMO-LUMO gap is 9.3 eV. Its LUMO energy is 0.4292 eV. Its charge is 0. For the calculated total energy, the calculation gives -32025.941 eV.

---

Molecular formula: C16H32O4PSSi2TeTl
Method: DFT, ωB97M-V/def2-TZVPD

Geometry as XYZ:
```
58
Properties=species:S:1:pos:R:3:forces:R:3
Tl 0.50884 1.17212 0.41715 -0.100 0.122 -0.145
C -0.69441 -1.87434 -2.10518 0.242 0.008 0.034
Si -1.28228 -0.61139 -0.78197 -0.340 0.034 -0.201
C -2.41333 -1.76366 0.27756 0.030 0.002 0.105
C -2.58861 0.36229 -1.83813 -0.035 0.038 0.017
C -3.73071 -0.29196 -2.32232 0.012 0.067 -0.012
C -4.67043 0.34776 -3.12125 0.066 0.055 0.033
C -4.48208 1.68626 -3.44924 0.059 -0.048 0.048
C -3.36082 2.35370 -2.97100 -0.021 -0.050 0.019
C -2.40007 1.72401 -2.16468 0.035 -0.066 -0.108
Si -0.86347 2.70273 -1.48489 -0.500 0.114 0.149
C -0.66903 4.10193 -2.80415 0.174 -0.050 -0.084
C -1.77279 3.72358 -0.11103 0.002 0.007 0.027
H -1.56014 -2.32876 -2.60369 0.015 0.011 0.018
H -0.09808 -2.67544 -1.65131 -0.020 0.057 -0.014
H -0.07261 -1.38646 -2.86301 -0.033 -0.016 0.055
H -3.03701 -2.42522 -0.33863 0.015 0.028 0.028
H -3.07350 -1.18211 0.93056 0.037 -0.021 -0.035
H -1.79445 -2.39911 0.92218 -0.017 0.027 -0.033
H -3.88903 -1.33978 -2.07712 0.006 0.021 -0.004
H -5.54027 -0.19038 -3.48635 -0.004 -0.007 -0.001
H -5.20534 2.20516 -4.07161 -0.005 0.008 -0.003
H -3.23848 3.40274 -3.23014 0.025 -0.028 0.004
H -1.50813 4.80905 -2.77388 0.003 -0.049 -0.013
H -0.61096 3.67934 -3.81339 0.013 0.042 0.030
H 0.24961 4.67345 -2.63344 -0.047 -0.047 0.018
H -2.76559 4.06049 -0.43913 0.056 0.002 -0.012
H -1.17864 4.60642 0.15696 -0.011 -0.057 -0.004
H -1.90404 3.13672 0.80545 -0.034 0.030 -0.019
C 0.74116 0.39354 5.76490 -0.022 0.035 -0.035
S 0.18148 1.14155 4.21212 -0.024 -0.068 0.016
C 1.66120 2.11891 3.95729 -0.056 0.064 0.025
O -0.90588 2.08434 4.61273 0.056 -0.011 0.062
H 0.75376 1.18842 6.51272 0.062 -0.051 0.022
H 1.72911 -0.04809 5.62991 -0.045 -0.020 0.022
H 0.01881 -0.37346 6.04063 0.011 0.027 0.029
H 1.77342 2.79141 4.81134 0.029 -0.033 -0.020
H 1.51210 2.66495 3.02752 0.033 -0.010 -0.003
H 2.51774 1.45351 3.83562 -0.022 0.038 -0.077
C 1.66559 -2.57044 2.61747 0.012 -0.034 0.058
C 2.82769 -2.26120 1.69654 -0.157 -0.008 0.046
O 2.31482 -1.52673 0.59993 0.150 0.081 0.065
P 3.23608 -0.57400 -0.35008 -0.280 -0.552 -0.419
O 2.27588 0.07418 -1.28760 0.237 0.045 0.252
Te 4.78827 0.66900 0.89882 0.250 0.134 0.200
O 4.10496 -1.70078 -1.15401 0.050 0.006 -0.091
C 3.43321 -2.44995 -2.17186 -0.049 -0.069 0.030
C 2.90275 -3.77160 -1.64098 0.057 0.049 0.035
H 2.02679 -3.09191 3.50938 -0.050 -0.005 -0.004
H 0.92422 -3.19674 2.11673 0.013 0.026 0.008
H 1.17209 -1.64289 2.91587 0.018 -0.019 -0.018
H 3.29910 -3.18369 1.33910 0.018 -0.014 -0.064
H 3.59054 -1.68068 2.21923 0.043 0.097 -0.022
H 4.17045 -2.62937 -2.95644 0.071 0.018 -0.016
H 2.62010 -1.85782 -2.59360 -0.003 0.052 0.006
H 3.69892 -4.32705 -1.13808 -0.020 -0.001 -0.028
H 2.51814 -4.37635 -2.46687 -0.012 0.009 0.023
H 2.09331 -3.59619 -0.93267 0.009 -0.020 0.000
```
Positions in Å, forces in eV/Å.

The calculation puts the relative energy (zero: lowest compared OMol25 entry of this formula, charge and spin) at 60.6 kJ/mol. The highest occupied orbital energy comes out at -0.3 eV. Its HOMO-LUMO gap is 4.4 eV. Its LUMO energy is 4.0840 eV. Its charge is -2. For the calculated total energy, the calculation gives -73169.813 eV.

---

Molecular formula: C16H33AlN2O6SSi
Method: DFT, ωB97M-V/def2-TZVPD

Geometry as XYZ:
```
60
Properties=species:S:1:pos:R:3:forces:R:3
Al -0.25561 0.06604 0.21731 -0.366 0.116 -0.251
N -0.71385 -0.06909 -1.79692 -0.171 0.214 0.222
C -1.69299 1.02653 -2.09194 0.182 -0.082 0.094
C -2.62948 1.15823 -0.88631 -0.006 0.041 0.217
O -3.81239 1.43153 -1.03572 0.229 -0.052 0.057
N -1.94226 0.91325 0.23938 -0.292 -0.183 0.220
C -2.63142 0.62743 1.49370 0.222 0.031 -0.188
C -2.02834 -0.65685 2.08129 0.225 -0.017 -0.272
O -2.51242 -1.24689 3.01116 0.087 0.052 -0.068
O -0.89558 -1.04026 1.46502 -0.370 0.000 0.356
H -1.19424 -0.96126 -1.88121 -0.054 -0.063 -0.091
H 0.03830 -0.08694 -2.47178 0.218 0.069 -0.048
H -1.13347 1.95274 -2.21870 0.029 0.000 -0.026
H -2.27187 0.83136 -2.98653 -0.067 -0.070 -0.114
H -2.47053 1.41911 2.22959 -0.037 0.046 0.024
H -3.70428 0.51403 1.36193 -0.077 -0.046 -0.055
C 2.05864 -2.23997 -2.05069 0.061 -0.043 -0.035
C 1.59970 -2.40602 -0.60903 -0.134 0.057 0.079
C 0.28441 -3.18316 -0.50584 0.039 0.035 0.051
C 2.68090 -3.07384 0.22453 0.075 0.037 0.142
O 1.35669 -1.04232 -0.06679 0.099 -0.039 0.137
Si 2.50006 0.00372 0.68650 0.146 0.047 -0.274
S 1.22440 1.63290 0.87741 0.089 -0.037 -0.082
O 3.68661 0.10010 -0.42787 -0.115 0.029 0.051
C 4.99711 0.70865 -0.35575 -0.087 -0.107 0.117
C 5.98102 -0.37158 0.07468 0.031 -0.034 0.046
C 5.00287 1.86920 0.63269 -0.085 0.017 0.038
C 5.29487 1.20128 -1.76041 0.022 0.067 -0.105
O 3.15737 -0.61577 2.01850 0.085 -0.105 0.054
C 2.88187 -0.78036 3.43141 -0.064 0.174 -0.095
C 2.66403 0.59119 4.05705 -0.024 0.042 0.032
C 1.66244 -1.66688 3.61962 -0.067 -0.062 0.059
C 4.12732 -1.43729 3.99772 0.136 -0.071 0.068
H 2.41897 -3.19978 -2.43048 -0.061 0.058 0.003
H 2.86971 -1.51300 -2.10910 -0.019 -0.061 0.012
H 1.23866 -1.91948 -2.69954 0.055 -0.008 0.050
H 0.48344 -4.25145 -0.41224 0.046 0.026 -0.116
H -0.33604 -3.04803 -1.39740 -0.001 0.039 0.084
H -0.27700 -2.88046 0.37977 0.077 -0.035 -0.052
H 2.83071 -4.08352 -0.15727 0.038 -0.016 0.008
H 2.38420 -3.13621 1.27618 0.044 -0.006 -0.257
H 3.63031 -2.53253 0.15873 -0.135 -0.073 0.012
H 5.68597 -0.77962 1.04535 0.032 0.040 -0.076
H 6.99128 0.03886 0.15951 -0.076 -0.032 -0.023
H 5.99647 -1.18292 -0.65787 -0.004 0.043 0.048
H 4.81467 1.51881 1.65269 0.011 0.018 -0.100
H 4.24195 2.60873 0.36930 0.051 -0.055 0.003
H 5.97831 2.35741 0.61620 -0.013 0.006 0.025
H 5.29465 0.36486 -2.46434 -0.010 0.065 0.050
H 6.27417 1.68554 -1.79388 -0.058 -0.041 -0.020
H 4.53525 1.92313 -2.07373 0.087 -0.062 0.032
H 1.79580 1.08472 3.61663 0.064 -0.038 0.053
H 3.54201 1.22743 3.90621 -0.081 -0.066 0.003
H 2.49477 0.48472 5.13178 0.026 0.011 -0.074
H 0.77650 -1.24559 3.14071 0.057 -0.024 0.024
H 1.45321 -1.77648 4.68787 0.005 -0.004 -0.101
H 1.83599 -2.66655 3.20854 -0.020 0.132 0.083
H 5.00764 -0.81864 3.79679 -0.093 -0.067 0.037
H 4.27877 -2.42072 3.54300 0.003 0.091 0.040
H 4.02819 -1.56373 5.07972 0.018 -0.004 -0.106
```
Positions in Å, forces in eV/Å.

The highest occupied orbital energy comes out at -8.9 eV. Its HOMO-LUMO gap is 8.9 eV. Its LUMO energy is 0.0717 eV. Its charge is 0. For the calculated total energy, the calculation gives -57714.247 eV.

---

> What is the formula in the fourth record?

C16H33AlN2O6SSi